# 1
The following is a DFT calculation (ωB97M-V/def2-TZVPD) of a molecular structure, C26H48FIN3O5P2S at a distorted geometry.

Geometry as XYZ:
```
87
Properties=species:S:1:pos:R:3:forces:R:3
C 0.6980 -3.1525 3.1289 0.8 -1.0 -0.9
C 1.6512 -2.2767 2.0655 0.6 0.9 1.6
C 0.7215 -1.3004 1.0680 1.2 -3.3 1.2
P -0.1827 -2.5713 -0.0982 -0.4 0.5 -2.0
C 0.5035 -4.3256 -0.0014 -0.4 -2.2 0.2
C -2.0351 -2.7343 0.3437 -0.5 -1.6 0.9
O -0.3796 -0.8820 1.8743 0.5 1.8 -1.2
C -0.8090 0.4888 1.9358 -0.6 0.5 1.9
C -2.4743 0.4093 1.8275 0.9 0.2 -1.3
C -3.2331 -0.5911 2.8363 -8.1 0.6 -1.8
O -4.5873 -0.6597 2.6691 9.0 0.5 1.0
I -2.4810 -1.8808 4.4230 -0.4 0.9 -0.9
C -0.2972 0.9535 3.4544 0.5 0.8 0.2
C -1.3498 1.7592 4.3714 0.6 0.3 3.2
C -0.4416 2.4723 5.5874 -0.7 0.7 -1.0
F -2.1224 2.8560 3.7771 1.5 -1.9 0.2
C -0.3231 1.4856 0.7166 -2.5 1.8 0.1
C 0.0867 3.0083 1.1122 0.1 2.2 0.4
C -0.6763 4.1877 0.1956 0.1 0.8 0.9
C -2.3052 4.2260 0.4227 -0.3 -1.2 0.0
S -3.0870 5.5719 -0.6849 -0.2 -0.7 0.3
N 0.6136 0.8033 -0.3085 -2.1 -2.1 -0.4
P 1.1429 1.8414 -1.6362 3.8 4.3 -2.5
O 2.1469 2.9987 -1.3445 -2.5 -10.3 0.7
C 1.6161 -0.1462 0.2987 1.4 -0.9 2.4
C 2.8431 -0.6548 -0.6084 1.8 -0.9 -1.1
C 2.6677 -1.8367 -1.7051 0.7 -0.6 -0.3
C 1.5849 -1.6175 -2.8996 -0.1 -0.5 -0.8
C 1.2555 -3.0473 -3.6875 0.3 0.7 -0.8
C 0.0942 -2.8435 -4.8655 0.0 0.0 0.2
C -1.3828 -3.4304 -4.4156 0.9 0.7 -1.7
O -1.4062 -4.8521 -4.8101 -1.9 1.3 1.8
C -2.6839 -5.4485 -4.3253 0.3 -0.8 0.3
N 2.2658 0.5886 1.4949 4.3 4.2 -2.5
C 3.2602 1.4219 1.1804 3.7 2.0 -2.4
O 4.3143 2.1962 0.7968 -8.9 -6.5 3.8
H -0.3606 -3.4050 2.6779 2.1 0.7 1.1
H 0.6287 -2.6214 4.1764 0.0 -1.1 -2.3
H 1.2463 -4.2039 3.2550 -1.2 2.3 -0.1
H 2.3272 -1.6370 2.8136 -1.4 -1.0 -1.9
H 2.4060 -2.9448 1.4719 -1.7 1.2 1.0
H -0.0136 -4.9502 0.8723 1.3 1.4 -1.7
H 0.1848 -4.8924 -1.0026 0.6 1.4 2.1
H 1.6638 -4.4437 0.0763 -2.3 0.4 -0.1
H -2.7478 -1.9776 -0.1918 1.6 -1.3 1.2
H -2.3679 -3.8144 -0.0427 0.9 2.3 0.7
H -2.1338 -2.7762 1.5084 -0.3 0.3 -2.2
H -2.9709 1.4950 1.8018 1.0 -2.5 0.6
H -2.6603 -0.0040 0.7212 0.2 0.6 2.5
H 0.7073 1.5987 3.4104 -2.3 -1.3 -0.2
H 0.0279 -0.0042 4.0939 -1.1 2.0 -1.7
H -2.1331 1.0911 4.9761 1.6 1.3 -2.0
H 0.3854 1.7493 5.9928 -1.6 1.5 -0.9
H 0.0100 3.4564 5.0854 -0.7 -2.2 1.2
H -1.1403 2.8363 6.4525 1.3 -0.9 -1.7
H -1.3090 1.6600 0.0544 2.1 -0.5 1.4
H -0.2092 3.3596 2.2116 0.4 -1.5 -2.3
H 1.2271 3.2782 1.0397 -2.2 -1.0 0.0
H -0.2724 5.2075 0.6702 -0.8 -2.2 -1.1
H -0.3285 4.2052 -0.9167 -0.9 -0.1 2.0
H -2.5482 4.4343 1.5482 0.5 -0.4 -2.2
H -2.8486 3.2204 0.1012 1.3 1.9 0.8
H -4.3859 5.1293 -1.0168 1.6 0.0 0.7
H -0.0635 0.1496 -0.8174 0.8 0.2 0.6
H -0.0759 2.4587 -2.1824 0.5 -1.2 1.0
H 1.7011 1.1275 -2.7913 -1.3 -0.5 1.2
H 3.4279 0.1871 -1.2220 -1.7 -1.1 1.8
H 3.6734 -1.0858 0.1393 -2.1 1.1 -1.4
H 3.7280 -1.9325 -2.2516 -2.2 0.3 1.3
H 2.5669 -2.8572 -1.1108 -0.2 2.1 -1.5
H 0.5784 -1.1455 -2.5314 1.8 -1.0 -0.6
H 2.0223 -0.8826 -3.7323 -0.8 -1.5 1.9
H 0.9544 -3.9116 -2.9379 0.6 1.9 -1.6
H 2.2453 -3.3418 -4.2778 -2.0 0.4 1.6
H 0.4781 -3.3924 -5.8393 -1.1 1.0 2.0
H -0.0228 -1.6947 -5.1637 0.3 -2.4 0.8
H -2.2068 -2.8631 -5.0554 1.5 -1.0 1.5
H -1.5488 -3.2536 -3.2705 0.2 -0.5 -2.0
H -3.5093 -5.5099 -5.1654 1.8 0.2 1.6
H -3.0832 -4.8124 -3.4254 0.6 -1.4 -1.6
H -2.3915 -6.5488 -3.9688 -0.9 2.4 -0.8
C 2.3522 7.3497 -1.8138 0.0 0.3 -0.1
C 2.2606 5.8985 -1.5815 0.0 -0.2 -0.1
N 2.1883 4.7520 -1.3980 0.5 9.5 -0.3
H 1.5432 7.7079 -2.4592 0.1 -0.3 0.1
H 2.2924 7.9139 -0.8769 0.0 -0.3 -0.1
H 3.2963 7.6234 -2.2964 -0.1 -0.3 0.1
```
Forces are in eV/Å.

Summary:
Orbital gap ... 7.7 eV
E_HOMO ... -10.7527 eV
Total charge ... +1
Calculated total energy ... -82654.088 eV

***

# 2
The following is a DFT calculation (ωB97M-V/def2-TZVPD) of a molecular structure, C3H10N2O2 at a distorted geometry.

Geometry as XYZ:
```
17
Properties=species:S:1:pos:R:3:forces:R:3
C 0.1535 -1.0652 -0.0080 -1.1 2.9 -0.6
C -0.1380 0.4907 -1.1593 0.5 -2.4 -0.3
N -0.0452 -2.1967 -0.7948 0.0 -0.4 -0.4
N 1.3725 -1.0086 0.6348 0.9 0.1 0.8
H -0.6760 -0.9016 0.6760 0.2 -0.2 0.0
H 1.4363 -0.1822 1.2418 0.1 -0.6 -0.5
H 0.7403 -2.4386 -1.3862 -0.1 0.1 0.0
H -0.9061 -2.1773 -1.3230 0.1 0.0 0.0
H 2.1760 -1.0806 0.0221 -0.1 0.1 0.0
H 0.0499 1.5641 -1.1800 -0.2 0.1 1.0
H 0.5728 0.1713 -1.9261 -0.1 -0.3 -0.2
H -1.1395 0.2624 -1.5323 -0.1 0.3 -0.1
C -0.2947 1.7900 1.2867 0.5 0.2 1.8
O -1.3903 1.0919 1.7037 0.6 0.2 -0.4
O 0.8078 1.5330 1.7159 -1.3 0.3 -0.7
H -2.1903 1.4271 1.2813 0.1 0.1 -0.1
H -0.5291 2.7203 0.7475 0.0 -0.3 -0.3
```
Forces are in eV/Å.

Summary:
Orbital gap ... 8.5 eV
E_HOMO ... -7.9396 eV
Relative energy (zero: lowest compared OMol25 entry of this formula, charge and spin) ... 2.910 eV
Calculated total energy ... -10346.578 eV

***

- Look up the calculated total energy of the second one.
  -10346.578 eV

***

- Number 2 is which compound?
  C3H10N2O2

***

- The highest orbital gap belongs to which entry?
  C3H10N2O2

***

- Number 1 is which compound?
  C26H48FIN3O5P2S